1.
This record from OMol25 describes a cluster of 6 separate species, C24H48O12S6 in total in a non-equilibrium geometry. The level of theory is wB97M-V/def2-TZVPD.

- Lowest unoccupied orbital energy: -0.1 eV
- Total charge: 0
- SMILES: O=S1(=O)CCCC1.O=S1(=O)CCCC1.O=S1(=O)CCCC1.O=S1(=O)CCCC1.O=S1(=O)CCCC1.O=S1(=O)CCCC1

Cartesian coordinates (Å):
S 5.26 4.02 -1.00
O -1.24 0.19 -4.45
H 6.36 2.34 4.99
S -0.88 -5.94 2.47
H 1.83 -6.08 -0.07
O -4.93 -0.66 -1.52
C -4.98 1.98 1.13
C -2.95 -0.51 -6.48
H 0.66 -7.59 2.03
S 4.63 0.99 5.94
C 3.56 6.03 -0.70
C 0.84 -5.89 0.36
C -2.96 -2.13 -6.36
C 5.09 5.83 -0.84
C 2.71 4.86 -1.24
H -0.01 -4.10 -0.42
O -1.93 -6.80 1.91
H -1.46 -2.19 -0.60
C 3.35 1.39 3.70
O 5.84 3.44 0.18
O -3.64 1.06 -4.35
H -3.88 0.59 2.50
H 0.57 0.98 1.57
O 4.19 1.61 7.20
H 5.36 1.25 3.07
H -4.60 2.97 1.36
C 3.48 3.52 -1.07
H 0.13 -6.36 -0.32
S -5.79 -0.08 -0.48
H -0.05 -1.56 1.21
H -3.97 -2.45 -6.62
H -0.20 -1.04 -2.58
C -4.97 -0.47 1.14
H -3.90 -0.10 -6.81
H 5.71 6.34 -0.11
H -1.88 -4.41 0.86
C 5.28 2.29 4.86
H -2.22 -0.07 -7.15
C -3.25 -1.62 -4.02
C -2.61 -2.65 -4.91
C -0.04 0.68 0.73
H -2.08 -0.58 -0.94
H 4.77 3.07 5.44
H 4.86 2.85 2.79
C 0.35 -4.46 0.54
H -1.54 -2.71 -4.70
O -7.20 -0.49 -0.30
H 3.33 6.10 0.37
O 0.25 1.96 -1.55
C 3.17 0.55 4.97
O 5.55 -0.14 5.87
O -0.91 -5.56 3.91
H -2.74 -1.63 -3.06
H -5.68 -0.61 1.95
H -3.15 -3.58 -4.78
H 3.18 6.95 -1.15
H -2.30 -2.67 -7.04
H -0.80 1.45 0.65
H -0.95 -3.60 2.08
H 2.47 5.09 -2.28
H -4.54 1.95 -0.98
H 3.01 -0.51 4.79
H -4.40 -1.40 1.25
C 0.75 -6.53 1.79
H -3.24 0.64 0.86
H 2.61 2.19 3.72
H 3.19 0.79 2.81
H -4.34 -1.60 -4.05
S -2.68 0.04 -4.79
H 0.71 -1.54 -1.38
C -5.41 1.77 -0.35
C 4.73 2.03 3.49
H 1.09 -3.76 0.93
C -0.70 -0.75 0.88
H 1.41 -6.15 2.57
H -6.14 2.49 -0.73
H 3.22 3.31 -0.04
O 2.18 0.49 -0.91
H 1.77 4.99 -0.70
H -5.90 2.03 1.72
S 0.73 0.70 -0.97
H -1.56 -0.72 1.54
H 2.29 0.85 5.52
H 5.37 6.30 -1.78
C -0.09 -0.81 -1.52
C -0.94 -4.46 1.42
C -4.16 0.71 1.45
O 5.95 3.75 -2.22
C -1.22 -1.13 -0.55
H 3.18 2.67 -1.68

***

2.
This record from OMol25 describes a cluster of 6 separate species, C24H48O12S6 in total in a non-equilibrium geometry. The level of theory is wB97M-V/def2-TZVPD.

- <S²>: 0.758
- 2S+1: 2
- Lowest unoccupied orbital energy (spin up / spin down): -2.6 / -9.4 eV
- Total charge: +1

Cartesian coordinates (Å):
H -0.09 -1.33 -6.08
C -5.37 -0.98 6.19
H -4.64 -1.66 6.63
C 5.42 1.59 1.01
O -0.26 -2.64 -0.38
H 4.13 -3.53 -2.49
O -0.39 3.09 -5.55
C -7.80 -1.34 5.61
O -5.25 -2.78 4.11
C -6.84 -0.82 6.72
H -0.65 1.56 -2.55
H -1.98 4.61 0.69
S 0.63 6.01 1.62
C -2.00 -1.95 1.44
H -1.75 1.74 -3.89
H 6.86 0.52 -1.27
H -4.80 -0.07 6.35
C 4.70 0.68 -1.52
O 2.75 1.45 0.34
H -0.69 4.85 3.35
H -1.68 -0.71 -3.94
H 5.09 2.13 1.90
H -0.67 3.14 -0.24
H 1.70 -3.60 -4.23
H 0.34 5.35 -0.81
H 1.34 1.15 -6.72
H -1.19 0.61 2.29
C -1.03 -1.63 2.57
H 0.13 0.63 0.33
H -1.84 3.37 1.85
O -4.58 -0.43 3.61
H 1.58 -5.87 -4.59
H -2.32 -2.94 1.13
H 1.28 -6.19 -2.86
H 4.46 -0.27 -2.00
H -8.78 -0.88 5.72
S 3.96 0.58 0.19
H -7.99 -2.41 5.70
O 1.45 2.78 -3.78
C 1.68 -5.47 -3.58
H 1.77 4.67 -0.01
O 4.46 -5.46 -4.20
C 0.70 4.88 0.11
H 6.32 1.81 -2.44
H -7.38 0.01 4.01
H 1.90 0.54 -5.29
H -0.13 -2.24 2.42
O 0.33 7.39 1.29
H -7.11 -1.41 7.59
H -0.09 -0.73 -3.35
C 6.12 1.28 -1.51
H 5.98 0.68 1.20
H -1.58 6.09 2.28
H 0.61 2.97 1.06
S -0.98 -1.42 -0.05
H 4.17 1.49 -2.01
S 3.47 -5.69 -3.14
H 7.00 2.68 -0.04
H -1.03 -0.03 -6.21
C 0.12 -0.32 0.85
O 3.60 -6.86 -2.21
C -0.17 -0.35 -5.61
C 6.01 2.29 -0.25
C -7.14 -1.03 4.22
C -0.83 1.25 -3.59
C 1.38 -4.07 -3.30
C 0.95 0.78 -5.77
H -7.15 0.19 7.00
C -0.08 3.63 0.54
C 3.47 -4.25 -2.00
S -5.41 -1.36 4.40
C -0.46 -0.20 2.23
H 2.01 -2.62 -1.97
H 0.32 -3.80 -3.29
C -0.89 5.24 2.35
H -1.41 -1.90 3.56
H -7.48 -1.69 3.41
O 3.94 -0.80 0.64
O 1.75 5.64 2.45
C -0.70 -0.27 -4.13
H 1.44 -4.10 -1.19
H -2.90 -1.32 1.43
H 0.32 0.24 2.85
S 0.41 2.23 -4.63
H 3.96 -4.57 -1.08
H 1.10 -0.77 0.71
O -1.79 -0.67 -1.03
C -1.25 4.15 1.36
C 2.04 -3.71 -2.02
H 5.43 3.15 -0.58

***

3.
This record from OMol25 describes a cluster of 8 separate species, C24H48O14 in total in a non-equilibrium geometry. The level of theory is wB97M-V/def2-TZVPD.

- Lowest unoccupied orbital energy: 0.4 eV
- Total charge: 0
- SMILES: COC(=O)OC.COC(=O)OC.COC(=O)OC.CC(C)=O.CC(C)=O.CC(C)=O.CC(C)=O.CC(C)=O

Cartesian coordinates (Å):
C 14.37 -15.33 0.69
C 11.48 -15.06 5.00
H 9.56 -17.80 9.02
H 15.89 -14.40 3.21
H 10.79 -14.72 -0.84
C 16.06 -14.35 11.81
C 8.87 -10.45 4.13
H 12.84 -15.85 -1.53
C 10.22 -10.05 1.95
C 10.63 -14.09 3.08
C 11.59 -18.79 2.37
H 15.72 -13.36 11.51
C 8.90 -10.03 2.67
H 9.77 -13.51 -1.14
O 8.88 -16.37 0.31
C 16.12 -14.78 7.40
H 9.88 -16.30 8.16
H 9.29 -11.45 4.19
H 12.60 -17.69 0.83
O 8.92 -14.97 10.04
C 10.08 -16.85 9.08
C 9.87 -16.46 11.66
C 15.11 -15.14 3.03
H 13.69 -18.46 10.17
O 14.41 -14.29 9.69
H 18.21 -13.66 5.93
H 7.86 -10.59 4.52
H 10.41 -17.60 3.74
C 9.57 -15.97 10.23
O 13.65 -14.30 0.56
C 11.60 -17.80 1.26
H 19.12 -12.87 7.22
O 13.79 -16.43 10.13
O 14.43 -16.28 -0.32
H 15.24 -15.84 3.85
H 11.75 -16.77 6.88
O 15.31 -15.48 11.31
H 11.14 -17.05 9.20
H 7.27 -13.87 0.48
O 15.20 -15.71 1.69
C 13.89 -16.10 -1.61
H 11.06 -9.68 2.55
C 14.05 -17.67 10.82
H 15.25 -14.14 7.51
H 10.72 -19.19 4.27
H 8.86 -13.27 1.04
H 17.12 -14.53 11.65
O 12.63 -15.70 5.41
H 11.07 -16.87 1.47
H 9.52 -9.85 4.77
O 7.86 -9.65 2.13
O 12.31 -19.80 2.45
H 13.17 -17.47 6.52
O 11.66 -14.53 3.82
C 18.15 -13.28 6.95
C 9.72 -14.59 -1.00
O 10.43 -15.18 5.52
H 8.00 -14.49 2.01
H 13.94 -16.89 -2.36
C 8.89 -15.13 0.08
H 10.61 -15.82 12.13
C 8.19 -14.13 1.00
C 10.54 -18.61 3.36
H 10.35 -17.43 11.57
H 16.21 -15.05 6.35
H 13.22 -15.91 7.37
H 10.24 -9.51 1.01
H 15.78 -15.67 7.94
C 14.47 -15.31 10.39
H 8.97 -16.48 12.28
H 10.88 -18.27 0.60
H 9.83 -14.82 2.98
H 10.37 -11.12 1.87
H 15.12 -17.86 10.86
H 17.42 -12.48 6.83
H 10.23 -13.22 3.60
O 17.88 -14.70 8.97
H 11.15 -13.75 2.18
H 9.57 -18.73 2.88
C 17.42 -14.32 7.87
C 12.75 -16.47 6.56
H 14.18 -14.58 3.13
H 14.41 -15.23 -2.02
H 15.92 -14.23 12.89
H 9.36 -15.05 -1.92
H 13.75 -17.73 11.87

***

> What is the formula in the first record?

C24H48O12S6

***

> Which formula does entry 1 have?

C24H48O12S6

***

> Number 2 is which compound?

C24H48O12S6